C3H6N as an isolated structure at a distorted geometry. Source: the OMol25 dataset; level of theory: ωB97M-V/def2-TZVPD.

Each line ends with the Löwdin charge.
Cartesian coordinates (Å):
C 0.36 1.11 -1.25  0.190
C -0.35 0.42 -0.25  -0.085
C 0.37 -0.73 1.11  -0.008
N -0.27 -1.53 1.69  0.251
H 1.16 0.70 -1.81  0.085
H 0.23 2.08 -1.70  0.097
H -1.07 0.88 0.32  0.070
H -0.58 -0.59 -0.77  0.174
H 1.35 -0.45 1.03  0.102
H -1.19 -1.90 1.64  0.124

Results
DFT total energy	-172.235865	Ha
LUMO energy	-6.68	eV
net charge	+1
spin multiplicity	1
Kohn-Sham gap	0.3143	Ha
relative energy (zero: lowest compared OMol25 entry of this formula, charge and spin)	77.0	kcal per mole



A 2-piece molecular cluster, C3H6N overall at a distorted geometry. Source: the OMol25 dataset; level of theory: ωB97M-V/def2-TZVPD.

Each line ends with the Mulliken spin population.
Cartesian coordinates (Å):
C -1.02 -1.45 1.56  0.422
C -0.14 -1.13 0.77  0.423
C 0.88 -0.66 -0.03  0.593
N -0.10 1.36 -0.87  0.603
H -1.90 -1.70 2.09  -0.028
H 1.28 -1.36 -0.81  0.005
H 1.42 0.17 0.21  0.035
H 0.66 1.44 -1.51  -0.024
H -0.08 1.99 -0.07  -0.014
H -1.01 1.34 -1.34  -0.018

Results
DFT total energy	-172.170716	Ha
⟨S²⟩	2.01
LUMO energy (alpha / beta)	-3.48 / -9.36	eV
net charge	+1
spin multiplicity	3
Kohn-Sham gap (alpha / beta)	0.3591 / 0.2268	Ha
relative energy (zero: lowest compared OMol25 entry of this formula, charge and spin)	5.0	kcal per mole



The molecule C3H6N2 at a distorted geometry. Source: the OMol25 dataset; level of theory: ωB97M-V/def2-TZVPD.

Each line ends with the Löwdin charge.
Cartesian coordinates (Å):
C 1.78 0.66 0.30  -0.037
N 0.60 1.05 -0.26  -0.015
N -0.62 0.25 -0.43  -0.189
C -0.56 -1.19 -0.51  -0.141
C -1.32 -0.41 0.61  -0.146
H 2.51 1.41 0.63  0.055
H 1.86 -0.39 0.91  0.085
H -1.00 -1.63 -1.35  0.064
H 0.51 -1.62 -0.09  0.124
H -2.39 -0.49 0.78  0.090
H -0.71 -0.68 1.54  0.110

Results
DFT total energy	-227.246057	Ha
LUMO energy	0.64	eV
spin multiplicity	1
Kohn-Sham gap	0.3487	Ha
relative energy (zero: lowest compared OMol25 entry of this formula, charge and spin)	112.2	kcal per mole



The molecule C3H6N2 at a distorted geometry. Source: the OMol25 dataset; level of theory: ωB97M-V/def2-TZVPD.

Each line ends with the Löwdin charge.
Cartesian coordinates (Å):
H -0.26 1.86 0.74  0.154
N -1.34 1.31 0.39  0.108
C -0.67 0.24 0.30  -0.536
C -1.00 -1.14 -0.13  -0.043
N 0.68 0.67 0.66  -0.055
C 1.66 0.53 -0.16  -0.018
H -2.02 -1.37 0.16  0.080
H -0.33 -1.87 0.33  0.078
H -0.92 -1.23 -1.22  0.081
H 2.62 1.02 0.05  0.071
H 1.57 -0.02 -1.10  0.080

Results
DFT total energy	-227.320858	Ha
LUMO energy	0.65	eV
spin multiplicity	1
Kohn-Sham gap	0.3774	Ha
relative energy (zero: lowest compared OMol25 entry of this formula, charge and spin)	65.2	kcal per mole



no.,molar mass (g mol⁻¹)
1,56.09
2,56.09
3,70.09
4,70.09